Below is a structure of composition C40H36Cl5FN2O4TeV, with properties calculated with ωB97M-V with the def2-TZVPD basis set.

Geometry as XYZ:
```
90
Properties=species:S:1:pos:R:3
V -0.097 -2.149 0.850
C 6.366 -5.208 -1.129
C 6.236 -4.980 0.379
C 7.514 -4.441 1.019
C 7.806 -3.035 0.514
C 6.610 -2.160 0.772
C 6.770 -0.795 0.980
C 5.664 -0.003 1.241
F 5.852 1.320 1.469
C 4.394 -0.524 1.272
C 4.206 -1.893 1.056
C 2.847 -2.418 1.040
O 1.868 -1.637 1.126
C 2.759 -3.849 0.929
C 3.879 -4.593 0.743
N 5.131 -4.078 0.657
C 5.327 -2.721 0.822
C 1.440 -4.565 1.117
O 1.438 -5.772 1.325
O 0.424 -3.809 1.079
H 7.194 -5.883 -1.335
H 6.529 -4.269 -1.652
H 5.450 -5.654 -1.513
H 5.990 -5.941 0.849
H 8.342 -5.118 0.802
H 7.367 -4.404 2.101
H 8.032 -3.067 -0.556
H 8.686 -2.625 1.014
H 7.752 -0.350 0.946
H 3.529 0.092 1.457
H 3.795 -5.667 0.658
Cl -2.078 -0.880 3.165
C -2.874 -1.930 2.064
C -2.058 -2.512 1.104
C -2.700 -3.339 0.188
Cl -1.702 -3.968 -1.058
C -4.064 -3.606 0.233
Cl -4.814 -4.600 -0.948
C -4.835 -3.024 1.236
Cl -6.514 -3.363 1.335
C -4.242 -2.163 2.156
Cl -5.195 -1.410 3.371
C 1.300 0.863 -0.763
C 0.498 -0.427 -0.893
O 0.696 -1.191 -1.842
N -0.385 -0.700 0.049
Te -1.853 1.445 0.582
C -2.899 3.280 1.161
C -4.240 3.482 0.838
C -4.999 2.471 0.039
C -4.890 4.632 1.264
C -4.248 5.590 2.028
C -4.970 6.814 2.515
C -2.914 5.381 2.348
C -2.240 4.245 1.927
C -0.798 4.082 2.308
C -2.256 1.723 -1.509
C -1.936 2.898 -2.192
C -1.327 4.076 -1.496
C -2.182 2.988 -3.558
C -2.707 1.927 -4.275
C -2.954 2.004 -5.753
C -3.004 0.761 -3.588
C -2.803 0.653 -2.222
C -3.151 -0.631 -1.550
H 2.323 0.677 -1.083
H 1.283 1.219 0.264
H 0.844 1.604 -1.417
H -4.862 1.480 0.472
H -4.624 2.438 -0.982
H -6.059 2.708 0.018
H -5.928 4.778 0.997
H -6.031 6.750 2.284
H -4.568 7.712 2.044
H -4.854 6.920 3.593
H -2.392 6.118 2.944
H -0.439 4.968 2.828
H -0.187 3.922 1.420
H -0.676 3.218 2.960
H -0.468 3.757 -0.904
H -2.047 4.535 -0.820
H -1.003 4.824 -2.216
H -1.946 3.909 -4.078
H -2.685 2.981 -6.149
H -4.006 1.814 -5.969
H -2.368 1.245 -6.270
H -3.402 -0.084 -4.132
H -3.761 -1.266 -2.189
H -3.682 -0.449 -0.614
H -2.225 -1.156 -1.308
```

As for the highest occupied orbital energy (alpha / beta): -0.1522 / -0.1689 Ha. The calculation puts the frontier orbital gap (alpha / beta) at 0.207 / 0.223 hartree. The calculation puts the relative energy (zero: lowest compared OMol25 entry of this formula, charge and spin) at 2.097 eV. As for the multiplicity: 3. As for the charge: -1. The value obtained for the LUMO energy (alpha / beta) is 0.0549 / 0.0540 Ha.

---

Below is a structure of composition C40H36ClN3O3PS3SbTi, with properties calculated with ωB97M-V with the def2-TZVPD basis set.

Geometry as XYZ:
```
89
Properties=species:S:1:pos:R:3
Ti 2.538 0.674 -0.417
S 5.878 3.412 0.051
Sb 5.683 1.112 0.263
S 3.865 0.655 1.748
S 4.592 0.338 -1.725
Cl 2.052 1.790 -2.664
C 0.633 2.605 -3.209
C 0.734 3.492 -4.259
C -0.402 4.149 -4.713
C -1.622 3.921 -4.079
C -1.718 3.028 -3.035
C -0.595 2.317 -2.589
P -0.599 1.070 -1.248
C -1.065 -0.420 -2.238
C -1.484 -0.400 -3.568
C -1.945 -1.559 -4.168
C -1.987 -2.749 -3.460
C -1.539 -2.784 -2.146
C -1.078 -1.629 -1.547
C -2.285 1.382 -0.572
C -2.367 2.055 0.647
C -3.585 2.322 1.238
C -4.766 1.934 0.616
C -4.698 1.273 -0.603
C -3.479 0.985 -1.186
H 1.691 3.661 -4.728
H -0.341 4.825 -5.553
H -2.506 4.443 -4.415
H -2.674 2.856 -2.560
H -1.454 0.527 -4.124
H -2.297 -1.526 -5.190
H -2.385 -3.641 -3.923
H -1.567 -3.709 -1.587
H -0.723 -1.654 -0.525
H -1.456 2.381 1.119
H -3.625 2.835 2.188
H -5.725 2.142 1.072
H -5.610 0.973 -1.107
H -3.451 0.463 -2.133
C -2.925 -4.210 1.909
O -1.912 -3.243 1.955
C -0.909 -3.391 2.892
C -0.757 -4.470 3.738
C 0.292 -4.496 4.651
C 1.173 -3.436 4.727
C 1.026 -2.345 3.886
C 0.008 -2.320 2.939
N -0.193 -1.269 2.074
C 0.752 -0.354 1.548
N 0.481 0.925 1.934
C 0.952 2.168 1.516
C 1.833 2.340 0.436
C 2.220 3.643 0.124
C 1.729 4.730 0.823
C 0.840 4.550 1.877
C 0.466 3.274 2.246
O -0.393 2.963 3.298
C -0.768 4.002 4.157
N 1.557 -0.627 0.536
C 2.226 -1.801 0.260
C 2.774 -2.661 1.216
C 3.498 -3.775 0.825
C 3.705 -4.050 -0.513
C 3.183 -3.197 -1.483
C 2.469 -2.075 -1.110
O 1.916 -1.158 -1.985
C 1.850 -1.557 -3.336
H -3.638 -3.852 1.165
H -3.435 -4.305 2.876
H -2.534 -5.187 1.598
H -1.443 -5.303 3.689
H 0.409 -5.356 5.294
H 1.983 -3.455 5.443
H 1.698 -1.502 3.951
H -1.060 -1.337 1.552
H -0.189 0.979 2.692
H 2.948 3.816 -0.665
H 2.052 5.730 0.572
H 0.468 5.414 2.404
H -1.348 3.534 4.954
H -1.392 4.747 3.648
H 0.108 4.501 4.585
H 2.649 -2.433 2.263
H 3.918 -4.422 1.581
H 4.260 -4.925 -0.821
H 3.368 -3.409 -2.524
H 1.206 -0.840 -3.843
H 1.403 -2.555 -3.413
H 2.837 -1.549 -3.811
```

As for the highest occupied orbital energy (alpha / beta): -0.0963 / -0.0973 Ha. The calculation puts the frontier orbital gap (alpha / beta) at 0.168 / 0.169 hartree. The calculation puts the relative energy (zero: lowest compared OMol25 entry of this formula, charge and spin) at 2.800 eV. As for the multiplicity: 2. As for the charge: -1. The value obtained for the LUMO energy (alpha / beta) is 0.0718 / 0.0717 Ha.

---

Below is a structure of composition C40H36CsN3PS5, with properties calculated with ωB97M-V with the def2-TZVPD basis set.

Geometry as XYZ:
```
86
Properties=species:S:1:pos:R:3
Cs 0.163 0.040 0.829
S 2.950 -0.528 2.473
C 3.980 -1.623 1.635
C 5.231 -1.973 2.197
C 6.093 -2.864 1.595
C 5.759 -3.462 0.382
C 4.549 -3.136 -0.202
C 3.677 -2.224 0.391
S 2.133 -1.926 -0.444
C 2.624 -0.834 -1.814
C 3.103 0.552 -1.474
C 4.102 1.119 -2.262
C 4.446 2.441 -2.050
C 3.824 3.135 -1.029
C 2.900 2.464 -0.230
C 2.423 3.150 1.020
S 0.702 2.948 1.581
C -0.294 4.051 0.608
C -0.588 5.290 1.181
C -1.515 6.144 0.614
C -2.174 5.731 -0.545
C -1.877 4.521 -1.130
C -0.913 3.631 -0.596
S -0.561 2.163 -1.409
N 2.537 1.210 -0.471
H 5.490 -1.511 3.141
H 7.035 -3.106 2.075
H 6.424 -4.176 -0.089
H 4.255 -3.595 -1.139
H 1.717 -0.746 -2.420
H 3.382 -1.350 -2.403
H 4.583 0.536 -3.038
H 5.199 2.922 -2.663
H 4.068 4.171 -0.833
H 2.619 4.220 0.965
H 2.989 2.724 1.855
H -0.074 5.567 2.094
H -1.741 7.097 1.075
H -2.929 6.370 -0.991
H -2.385 4.209 -2.034
C -6.730 -2.826 -0.333
C -6.340 -1.716 0.399
C -5.057 -1.202 0.252
C -4.157 -1.792 -0.630
C -4.557 -2.911 -1.359
C -5.835 -3.425 -1.212
P -2.475 -1.053 -0.797
C -1.525 -2.623 -0.708
C -1.323 -3.080 0.596
C -0.581 -4.222 0.842
C -0.032 -4.932 -0.217
C -0.250 -4.504 -1.517
C -0.992 -3.357 -1.764
C -2.516 -0.589 -2.563
C -3.697 -0.099 -3.119
C -3.701 0.449 -4.392
C -2.529 0.514 -5.131
C -1.348 0.038 -4.583
C -1.341 -0.497 -3.306
H -7.729 -3.228 -0.221
H -7.034 -1.251 1.089
H -4.741 -0.341 0.828
H -3.860 -3.380 -2.042
H -6.136 -4.296 -1.781
H -1.761 -2.533 1.427
H -0.425 -4.553 1.861
H 0.570 -5.812 -0.029
H 0.173 -5.058 -2.346
H -1.159 -3.040 -2.786
H -4.619 -0.141 -2.552
H -4.622 0.843 -4.804
H -2.534 0.947 -6.123
H -0.423 0.113 -5.141
H -0.405 -0.820 -2.867
S -1.411 -0.599 3.774
C -0.368 0.481 4.477
N 0.916 0.259 4.819
C 1.583 1.481 5.263
C 0.470 2.545 5.181
N -0.706 1.739 4.860
H 1.456 -0.447 4.321
H 2.427 1.711 4.612
H 1.951 1.359 6.283
H 0.671 3.271 4.391
H 0.333 3.073 6.126
H -1.535 2.152 4.474
```

As for the highest occupied orbital energy: -0.1422 Ha. The calculation puts the frontier orbital gap at 0.218 hartree. The calculation puts the relative energy (zero: lowest compared OMol25 entry of this formula, charge and spin) at 0.821 eV. As for the charge: -1. The value obtained for the LUMO energy is 0.0755 Ha.

---

Which of these has the highest relative energy (zero: lowest compared OMol25 entry of this formula, charge and spin)?
C40H36ClN3O3PS3SbTi

---

What is the charge in the first record?
-1